a) Below is a cluster of 2 separate species, C4H7NO in total, with properties calculated with ωB97M-V with the def2-TZVPD basis set.

Structure (ORCA input):
```
! RIJCOSX wB97M-V def2-TZVPD def2/J DEFGRID3
* xyz 0 1
C -3.05 -2.06 -1.19
C -3.23 -1.98 -0.01
C -0.51 1.13 0.02
C 1.72 1.62 1.15
N 0.10 0.04 -0.55
O 0.33 1.83 0.68
H -3.29 -2.30 -2.22
H -0.56 -0.32 -1.18
H -3.33 -1.74 1.01
H 2.10 0.64 0.96
H 1.81 1.96 2.20
H 2.29 2.20 0.52
H 1.00 -0.26 -0.59
*
```

Properties
LUMO: 0.87 eV

What are the Löwdin partial charges on each atom? They are as follows, in elementary charge units: -0.0235, 0.0012, -0.2103, -0.0131, 0.0761, -0.1630, 0.0242, 0.0320, 0.0083, 0.0588, 0.1041, 0.0593, 0.0459



b) Below is a cluster of 2 separate species, C4H7NO in total, with properties calculated with ωB97M-V with the def2-TZVPD basis set.

Structure (ORCA input):
```
! RIJCOSX wB97M-V def2-TZVPD def2/J DEFGRID3
* xyz 0 1
C 0.88 -0.80 0.78
C -0.04 -1.34 1.43
C -2.28 -0.58 -0.38
C 1.73 1.26 0.26
N 1.58 -0.12 -0.12
O 1.97 -0.52 -1.21
H -2.16 -1.39 0.41
H -1.55 0.19 -0.27
H -2.00 -1.04 -1.40
H -3.29 -0.16 -0.37
H 0.73 1.58 0.10
H 2.01 1.21 1.22
H 2.43 1.70 -0.44
*
```

Properties
LUMO (spin up / spin down): -1.93 / -1.92 eV

What are the Löwdin partial charges on each atom? They are as follows, in elementary charge units: -0.2244, 0.0998, -0.0788, 0.0472, -0.2851, 0.1054, 0.0047, -0.0348, 0.0537, 0.0183, 0.1064, 0.0689, 0.1187



The winner here is a), beating the second structure by 50.6 kcal/mol.



a) Below is a cluster of 3 separate species, C4H7NO in total, with properties calculated with ωB97M-V with the def2-TZVPD basis set.

Structure (ORCA input):
```
! RIJCOSX wB97M-V def2-TZVPD def2/J DEFGRID3
* xyz 0 1
C 0.40 1.26 -0.12
C 1.70 1.34 0.81
C -1.13 -2.61 0.31
C -1.67 -3.69 0.16
H -0.10 1.80 -2.05
H 1.55 2.50 -1.72
H 1.65 1.97 1.71
H 2.60 1.85 0.27
H 1.91 0.30 1.06
H -0.71 -1.64 0.45
H -2.08 -4.66 0.07
N 0.64 1.51 -1.41
O -0.64 1.18 0.39
*
```

Properties
LUMO: 0.08 eV

What are the Löwdin partial charges on each atom? They are as follows, in elementary charge units: -0.6959, -0.0262, 0.0014, -0.0069, 0.0747, 0.2721, 0.0701, 0.0790, 0.0600, 0.0005, 0.0044, 0.0790, 0.0877



b) Below is the molecule C4H7NO, with properties calculated with ωB97M-V with the def2-TZVPD basis set.

Structure (ORCA input):
```
! RIJCOSX wB97M-V def2-TZVPD def2/J DEFGRID3
* xyz 0 1
C 1.50 -0.46 -0.46
C -0.37 0.16 0.74
C -0.42 1.42 0.08
N 0.20 0.23 -0.64
C -1.36 -0.82 0.93
O -2.38 -0.70 1.60
H 1.85 -0.82 -1.43
H 2.21 0.21 0.02
H 1.36 -1.31 0.22
H -1.38 1.71 -0.36
H 0.25 2.26 0.28
H -0.39 -0.06 -1.43
H -1.09 -1.81 0.45
*
```

Properties
LUMO: 0.53 eV

What are the Löwdin partial charges on each atom? They are as follows, in elementary charge units: -0.0405, -0.2355, -0.0357, -0.0953, -0.3563, -0.0200, 0.0821, 0.0990, 0.0883, 0.1213, 0.1080, 0.1651, 0.1197



The winner here is a), beating the second structure by 1.5 kcal/mol.



a) Below is the molecule C4H7NO, with properties calculated with ωB97M-V with the def2-TZVPD basis set.

Structure (ORCA input):
```
! RIJCOSX wB97M-V def2-TZVPD def2/J DEFGRID3
* xyz 0 1
C -1.52 -0.07 -0.42
C -0.41 -0.09 0.62
N 0.69 -1.01 0.28
C 1.41 -0.03 -0.52
C 0.59 1.10 0.46
O 0.74 2.11 1.09
H -1.80 -1.10 -0.68
H -1.21 0.43 -1.34
H -2.41 0.44 -0.04
H -0.82 -0.30 1.62
H 1.23 -1.13 1.13
H 1.03 -0.03 -1.55
H 2.47 -0.32 -0.63
*
```

Properties
LUMO: 1.00 eV

What are the Löwdin partial charges on each atom? They are as follows, in elementary charge units: -0.0548, -0.3318, -0.0536, -0.0915, -0.2572, 0.1065, 0.0826, 0.0752, 0.0796, 0.1425, 0.1089, 0.0899, 0.1036



b) Below is the molecule C4H7NO, with properties calculated with ωB97M-V with the def2-TZVPD basis set.

Structure (ORCA input):
```
! RIJCOSX wB97M-V def2-TZVPD def2/J DEFGRID3
* xyz 0 1
O 1.94 0.93 0.73
C 0.84 0.79 -0.12
C 0.99 -0.51 -0.88
C -2.30 -0.76 0.57
C -1.29 0.09 0.61
N -0.38 0.90 0.70
H 1.74 1.66 1.33
H 1.93 -0.50 -1.43
H 0.78 1.64 -0.83
H 1.00 -1.35 -0.18
H 0.17 -0.65 -1.59
H -2.28 -1.64 1.20
H -3.13 -0.59 -0.10
*
```

Properties
LUMO: 0.93 eV

What are the Löwdin partial charges on each atom? They are as follows, in elementary charge units: -0.0220, -0.4742, -0.0455, 0.0108, -0.1999, 0.1271, 0.0964, 0.0837, 0.1420, 0.0890, 0.0819, 0.0562, 0.0545



The winner here is b), beating the second structure by 8.9 kcal/mol.



a) Below is the molecule C4H7NO, with properties calculated with ωB97M-V with the def2-TZVPD basis set.

Structure (ORCA input):
```
! RIJCOSX wB97M-V def2-TZVPD def2/J DEFGRID3
* xyz 0 1
C 2.01 0.73 -0.57
C -1.13 0.76 -0.75
C -0.30 -0.17 0.07
C -0.70 -1.15 1.15
N 1.06 0.27 0.26
O -0.63 -0.44 -1.20
H 2.92 0.89 0.03
H 1.81 1.01 -1.62
H -2.21 0.77 -0.45
H -0.63 1.72 -0.92
H 0.30 -1.65 1.15
H -1.37 -1.98 0.70
H -1.12 -0.77 2.15
*
```

Properties
LUMO: 1.04 eV

What are the Löwdin partial charges on each atom? They are as follows, in elementary charge units: 0.0095, -0.0904, -0.6182, -0.0148, 0.0271, 0.0069, 0.0659, 0.0756, 0.1300, 0.1165, 0.0793, 0.1085, 0.1040



b) Below is a structure of composition C4H7NO, with properties calculated with ωB97M-V with the def2-TZVPD basis set.

Structure (ORCA input):
```
! RIJCOSX wB97M-V def2-TZVPD def2/J DEFGRID3
* xyz 0 1
C 0.23 1.76 -0.58
N 0.20 0.75 -1.62
C -0.80 0.66 -0.55
C -0.54 -0.11 0.70
C 0.14 -1.96 0.96
O 0.69 -0.68 0.59
H 1.03 1.73 0.16
H -0.08 2.76 -0.88
H 0.94 0.08 -1.42
H -1.82 0.93 -0.83
H -0.88 -1.13 1.55
H 0.72 -2.35 1.79
H 0.19 -2.61 0.07
*
```

Properties
LUMO: 0.50 eV

What are the Löwdin partial charges on each atom? They are as follows, in elementary charge units: -0.1325, 0.0327, -0.2638, -0.0723, -0.0951, -0.2090, 0.1145, 0.1058, 0.0937, 0.1299, 0.1528, 0.0605, 0.0829



The winner here is a), beating the second structure by 77.5 kcal/mol.